# C3H4ClN2O

The ion C3H4ClN2O with charge +1 (the ωB97M-V functional and the def2-TZVPD basis, the OMol25 dataset).

Geometry (Å):
Cl: 0.72702 -3.37524 1.40631
O: -0.54949 0.72323 -1.20122
N: 0.23794 0.78606 1.06879
N: -0.18176 -1.18849 0.09499
C: 0.03742 1.58587 -0.00244
C: -0.56774 -0.50988 -1.00236
C: 0.03964 -2.28955 0.51091
H: -1.07754 -1.19813 -1.68273
H: -0.73748 2.42114 0.11041
H: 0.79423 2.18743 -0.67863
H: 1.27776 0.85754 1.37597

Atomic forces in eV per Å
Cl 0.77 -0.86 0.59
O -0.06 0.25 0.95
N 2.63 0.46 0.78
N 1.25 -0.25 -0.09
C 0.08 2.88 -2.47
C -1.31 -1.37 -0.25
C -1.41 1.36 -0.34
H 0.37 0.70 -0.55
H 0.27 -1.48 0.12
H -0.46 -1.59 1.66
H -2.14 -0.09 -0.41

Charge: +1
E, eV: -20712.2480
Spin multiplicity: 1
Relative energy (zero: lowest compared OMol25 entry of this formula, charge and spin), eV: 4.829
LUMO (spin up / spin down), eV: -5.697 / -6.534
Kohn-Sham gap (spin up / spin down), Eh: 0.319 / 0.213
F_max, eV/Å: 3.8